1.
ORCA calculation (ωB97M-V/def2-TZVPD) on a molecular structure, C29H33N8OTa in a non-equilibrium geometry.

```
72
C29H33N8OTa, DFT ωB97M-V/def2-TZVPD
Ta -0.147 0.571 -0.228
C 4.238 5.215 0.330
C 3.034 4.338 0.406
C 1.832 4.724 -0.227
C 0.711 3.940 -0.153
C 0.727 2.720 0.563
N -0.504 2.044 0.891
C -1.382 2.448 1.923
C -1.367 3.754 2.405
C -2.263 4.146 3.379
C -3.199 3.249 3.899
C -4.167 3.671 4.961
C -3.192 1.937 3.427
C -2.288 1.526 2.459
N -2.269 0.133 2.078
C -2.922 -0.870 2.682
C -2.564 -2.073 2.093
C -1.671 -1.723 1.108
N -1.475 -0.381 1.095
C 1.944 2.327 1.174
C 3.076 3.114 1.077
N 1.997 1.087 1.850
C 2.720 0.692 2.921
C 2.466 -0.644 3.126
C 1.566 -1.005 2.127
N 1.280 0.045 1.348
H 3.962 6.260 0.468
H 4.989 4.944 1.068
H 4.689 5.138 -0.664
H 1.793 5.676 -0.742
H -0.234 4.299 -0.548
H -0.658 4.470 2.011
H -2.245 5.167 3.738
H -4.389 4.734 4.888
H -5.100 3.114 4.896
H -3.734 3.489 5.948
H -3.917 1.251 3.840
H -3.594 -0.690 3.503
H -2.915 -3.056 2.360
H -1.153 -2.363 0.403
H 4.003 2.781 1.528
H 3.345 1.388 3.459
H 2.869 -1.271 3.904
H 1.108 -1.966 1.952
C 4.378 -1.579 -2.686
N 3.009 -1.397 -2.136
C 2.189 -2.619 -2.127
C 2.581 -0.229 -1.789
C 3.427 0.994 -1.911
O 1.338 -0.079 -1.374
H 4.631 -2.631 -2.593
H 5.096 -0.990 -2.125
H 4.383 -1.296 -3.738
H 2.211 -3.046 -3.128
H 1.166 -2.392 -1.852
H 2.630 -3.327 -1.427
H 4.326 0.907 -1.298
H 2.863 1.867 -1.589
H 3.756 1.129 -2.943
N -0.443 1.839 -2.164
C -1.681 1.164 -2.491
C -2.576 1.453 -3.486
C -3.697 0.630 -3.572
C -3.865 -0.412 -2.662
C -2.925 -0.612 -1.676
N -1.829 0.176 -1.594
H -0.543 2.852 -2.158
H 0.280 1.616 -2.849
H -2.413 2.272 -4.175
H -4.436 0.801 -4.346
H -4.729 -1.061 -2.716
H -3.035 -1.398 -0.945
```

Output
Charge: +4
Gap between HOMO and LUMO in eV: 6.17
Calculated total energy in hartree: -1693.883631
HOMO level in eV: -19.03
LUMO level in eV: -12.9
Energy relative to the best compared isomer or geometry (same formula, charge and spin) in kJ/mol: 54.3


2.
ORCA calculation (ωB97M-V/def2-TZVPD) on a molecular structure, C29H34As2Cl3IN2O12RhSSeSi in a non-equilibrium geometry.

```
87
C29H34As2Cl3IN2O12RhSSeSi, DFT ωB97M-V/def2-TZVPD
Rh -1.544 -0.360 -0.208
C 3.563 4.313 -3.861
O 3.311 2.935 -3.682
C 2.823 2.611 -2.436
O 2.724 3.491 -1.578
C 2.522 1.228 -2.320
C 3.077 0.092 -3.061
As 4.743 -0.588 -2.492
C 5.801 1.063 -2.220
C 4.397 -0.830 -0.544
C 3.205 -0.632 0.033
As 1.936 0.685 -0.672
C 1.691 1.907 0.795
C 2.790 -1.231 1.313
O 2.095 -0.696 2.147
O 3.187 -2.520 1.436
C 2.699 -3.166 2.611
C 5.554 -1.302 0.239
O 6.519 -1.891 -0.194
O 5.502 -0.898 1.539
C 6.607 -1.305 2.334
C 2.307 -0.825 -3.821
O 2.646 -1.925 -4.268
O 1.027 -0.364 -4.082
C 0.235 -1.249 -4.842
H 3.819 4.437 -4.913
H 4.394 4.656 -3.238
H 2.687 4.914 -3.616
H 5.982 1.507 -3.198
H 6.755 0.804 -1.755
H 5.264 1.782 -1.601
H 2.647 1.983 1.309
H 0.935 1.500 1.459
H 1.415 2.861 0.353
H 2.975 -4.213 2.510
H 1.617 -3.054 2.683
H 3.158 -2.737 3.503
H 6.451 -0.858 3.312
H 7.545 -0.960 1.901
H 6.642 -2.392 2.416
H -0.758 -0.808 -4.885
H 0.182 -2.242 -4.388
H 0.629 -1.372 -5.855
I -3.115 -0.346 -3.049
C -4.052 -2.053 -2.273
C -5.325 -2.419 -2.704
C -5.930 -3.506 -2.097
C -5.254 -4.181 -1.090
C -3.986 -3.738 -0.745
N -3.395 -2.701 -1.332
H -5.823 -1.851 -3.478
H -6.923 -3.816 -2.399
H -5.697 -5.026 -0.579
H -3.413 -4.219 0.040
S 0.088 -1.931 -1.164
C 0.334 -0.446 -0.641
O -1.806 2.296 -3.540
Cl -1.644 2.788 -2.189
O -2.939 2.953 -1.583
O -0.926 4.023 -2.186
O -0.887 1.794 -1.423
Cl -1.430 2.870 1.682
C -3.127 2.747 1.488
C -3.928 3.787 1.908
C -5.307 3.717 1.755
C -5.897 2.592 1.181
C -5.109 1.545 0.773
Cl -5.861 0.159 0.068
C -3.671 1.556 0.897
N -3.003 0.506 0.509
H -3.461 4.660 2.343
H -5.927 4.544 2.078
H -6.969 2.533 1.047
C -1.908 -2.553 4.821
Si -1.851 -1.040 3.684
C -3.535 -0.212 3.808
C -0.548 0.132 4.364
Se -1.287 -1.913 1.680
H -2.010 -2.245 5.867
H -0.998 -3.150 4.725
H -2.755 -3.193 4.563
H -3.826 -0.142 4.862
H -4.295 -0.784 3.271
H -3.521 0.797 3.396
H -0.629 0.211 5.454
H -0.661 1.131 3.939
H 0.450 -0.227 4.104
```

Output
Charge: -2
Gap between HOMO and LUMO (alpha / beta) in eV: 5.41 / 4.85
Calculated total energy in hartree: -11487.067056
HOMO level (alpha / beta) in eV: -1.63 / -1.63
Spin multiplicity: 2
LUMO level (alpha / beta) in eV: 3.8 / 3.2
Energy relative to the best compared isomer or geometry (same formula, charge and spin) in kJ/mol: 63.1